(1)
This record from the Open Molecules 2025 dataset describes C14H29N3 in the gas phase at a distorted geometry. The level of theory is the ωB97M-V functional and the def2-TZVPD basis.

For the HOMO energy, the calculation gives -7.836 eV. The value obtained for the frontier orbital gap is 8.74 eV. The SMILES is CCN(CC)CCNC[C@@H]1CC2CCN1CC2. The total charge is 0.

Element x y z (Å)
C (2.2581, -3.3288, -0.6280)
C (1.0185, -2.5689, 0.0004)
N (1.0146, -2.7516, 1.4616)
C (0.6715, -4.1973, 1.8226)
C (1.6472, -4.8963, 2.7678)
C (0.5618, -1.6826, 2.3360)
C (1.3332, -0.3956, 2.1960)
N (0.6799, 0.4790, 1.1821)
C (1.0256, 1.8328, 1.1692)
C (-0.1290, 2.7672, 0.7851)
C (-0.4502, 2.3439, -0.6532)
C (-0.6895, 3.6532, -1.5045)
C (0.5895, 4.5797, -1.4506)
C (0.8473, 5.0900, -0.0828)
N (-0.0969, 4.3210, 0.8310)
C (-1.4333, 4.8064, 0.6015)
C (-1.8177, 4.3895, -0.8160)
H (2.2697, -3.2370, -1.7336)
H (2.0859, -4.3852, -0.3296)
H (3.1697, -2.9942, -0.0946)
H (1.2537, -1.5186, -0.1510)
H (0.0262, -2.6903, -0.5600)
H (-0.2142, -4.1459, 2.4225)
H (0.3142, -4.6502, 0.9117)
H (1.2797, -5.9170, 3.0952)
H (1.8409, -4.1733, 3.5110)
H (2.5603, -5.1488, 2.1977)
H (0.6709, -1.9760, 3.3969)
H (-0.5232, -1.5512, 2.2481)
H (2.3619, -0.6362, 1.8554)
H (1.4647, 0.1014, 3.1905)
H (0.5914, 0.0039, 0.1760)
H (1.3486, 2.1374, 2.2380)
H (1.9430, 2.0892, 0.5349)
H (-1.0356, 2.4499, 1.3303)
H (0.3116, 1.7350, -1.0884)
H (-1.2918, 1.6633, -0.7267)
H (-1.1493, 3.3703, -2.4076)
H (1.3795, 4.0593, -1.8729)
H (0.4337, 5.4047, -2.1686)
H (1.8932, 4.7838, 0.1404)
H (0.6765, 6.1388, -0.1497)
H (-2.1639, 4.4506, 1.3678)
H (-1.5496, 5.9512, 0.6765)
H (-2.2690, 5.2799, -1.2617)
H (-2.6165, 3.7021, -0.7376)



(2)
This record from the Open Molecules 2025 dataset describes a molecular structure, C13H15BiN4O4P at a distorted geometry. The level of theory is the ωB97M-V functional and the def2-TZVPD basis.

For the HOMO energy, the calculation gives -12.347 eV. The value obtained for the frontier orbital gap is 8.05 eV. The total charge is +1.

Element x y z (Å)
Bi (1.8116, -1.6959, 1.3365)
O (-0.0545, 1.1803, 3.8641)
C (0.6625, 0.5513, 3.1402)
O (0.5861, -0.7240, 2.8500)
C (1.7531, 1.2448, 2.3715)
C (2.1934, 2.5379, 2.5577)
C (3.1860, 3.0373, 1.7004)
C (3.6634, 2.2679, 0.6522)
C (3.1868, 0.9868, 0.5106)
N (2.3137, 0.5253, 1.4003)
C (3.5446, 0.0318, -0.5953)
O (4.2102, 0.4074, -1.5150)
O (3.0691, -1.1877, -0.4207)
H (1.7542, 3.1554, 3.3347)
H (3.5825, 4.0289, 1.8568)
H (4.3271, 2.6707, -0.0987)
C (-2.8969, 0.3187, -0.5307)
N (-1.7659, 0.5996, -1.4315)
C (-1.8178, -0.3037, -2.6197)
N (-1.9382, -1.7143, -2.2734)
C (-3.0792, -1.9409, -1.3486)
N (-3.0311, -1.0889, -0.1515)
C (-1.9607, -1.5000, 0.7384)
P (-0.3014, -1.3155, -0.1589)
C (-0.4650, 0.4310, -0.7763)
C (-0.6594, -2.2054, -1.7375)
H (-3.8015, 0.6602, -0.9915)
H (-2.7820, 0.8754, 0.4076)
H (-0.9470, -0.1125, -3.2616)
H (-2.7015, -0.0218, -3.1927)
H (-3.1399, -2.9584, -1.0256)
H (-3.9954, -1.7175, -1.8631)
H (-1.9956, -2.5381, 1.0237)
H (-1.9346, -0.8967, 1.6469)
H (0.3670, 0.6213, -1.4878)
H (-0.3898, 1.0685, 0.1035)
H (-0.7220, -3.2824, -1.5710)
H (0.1683, -1.9968, -2.4441)



(3)
This record from the Open Molecules 2025 dataset describes 2 unconnected molecules or ions with the total composition C3H13N3O at a distorted geometry. The level of theory is the ωB97M-V functional and the def2-TZVPD basis.

For the HOMO energy (spin up / spin down), the calculation gives 1.252 / -5.722 eV. The value obtained for the frontier orbital gap (spin up / spin down) is 2.83 / 9.80 eV. Its expectation value of S² is 0.750. The total charge is -1. Its spin multiplicity is 2.

Element x y z (Å)
C (0.2343, -0.4859, 1.0685)
N (0.0700, 0.5391, 0.0333)
C (0.3368, 1.8764, 0.5291)
N (0.6566, 2.7758, -0.6077)
C (0.0654, -1.9022, 0.5139)
N (-1.3000, -2.4332, 0.5247)
H (-0.4362, -0.3346, 1.9189)
H (1.2543, -0.3917, 1.4629)
H (-0.8883, 0.4842, -0.2997)
H (1.1814, 1.8614, 1.2084)
H (-0.5465, 2.2939, 1.0045)
H (1.4127, 3.4016, -0.3579)
H (0.9823, 2.2206, -1.3892)
H (0.3814, -1.8388, -0.5310)
H (0.7515, -2.6297, 0.9426)
H (-1.9589, -1.8310, 0.0537)
H (-1.5571, -2.6432, 1.4794)
H (-0.3020, -1.0224, -2.2704)
H (0.0156, 0.3748, -2.3544)
O (-0.3534, -0.3149, -2.9296)



(4)
This record from the Open Molecules 2025 dataset describes a molecular structure, C31H19Cl4N4O4PdS2Si2. The level of theory is the ωB97M-V functional and the def2-TZVPD basis.

For the HOMO energy, the calculation gives -5.842 eV. The value obtained for the frontier orbital gap is 7.47 eV. The total charge is -1.

Element x y z (Å)
Pd (0.8266, -0.1264, -0.3456)
S (2.2672, -0.1353, 1.3951)
C (1.2431, 0.3244, 2.7369)
C (1.8206, 0.3528, 4.0092)
C (1.0863, 0.7144, 5.1232)
C (1.7197, 0.7479, 6.4107)
N (2.2362, 0.7641, 7.4375)
C (-0.2749, 1.0401, 4.9776)
C (-0.8550, 0.9916, 3.7231)
C (-0.1117, 0.6468, 2.5903)
S (-0.9081, 0.6405, 1.0411)
C (-1.0675, 1.4188, 6.1127)
N (-1.7027, 1.7292, 7.0191)
H (2.8657, 0.0942, 4.1220)
H (-1.9037, 1.2348, 3.6133)
O (-1.8732, 1.3941, -5.5995)
C (-1.3676, 2.5312, -5.1580)
O (-1.4890, 3.5685, -5.7644)
C (-0.6751, 2.4877, -3.8377)
C (-0.1281, 3.5822, -3.1918)
Cl (-0.0234, 5.2100, -3.6647)
N (0.4267, 3.1532, -2.0328)
N (0.2637, 1.8333, -1.8948)
C (-0.3957, 1.4150, -2.9517)
C (-0.7753, -0.0340, -2.9751)
O (-1.4534, -0.4692, -3.9134)
O (-0.3752, -0.7414, -1.9990)
C (0.9942, 3.8772, -0.9382)
C (2.1552, 3.3890, -0.3630)
C (2.6566, 4.0083, 0.7709)
C (2.0081, 5.1110, 1.3084)
C (0.8468, 5.5908, 0.7178)
C (0.3249, 4.9669, -0.4045)
H (-1.6878, 0.6232, -4.9733)
H (2.6448, 2.5223, -0.7867)
H (3.5520, 3.6176, 1.2357)
H (2.3997, 5.5898, 2.1963)
H (0.3298, 6.4396, 1.1454)
H (-0.6000, 5.3069, -0.8489)
Cl (3.7675, -2.4859, -0.9229)
Si (2.7232, -0.8319, -1.5698)
Cl (2.3568, -1.1659, -3.5798)
Cl (4.1966, 0.6530, -1.5933)
C (-4.9835, -2.4792, -0.0917)
C (-4.4133, -2.2933, 1.1600)
C (-3.0426, -2.1225, 1.2753)
C (-2.2123, -2.1413, 0.1512)
C (-2.8012, -2.3368, -1.0997)
C (-4.1753, -2.4982, -1.2184)
Si (-0.3731, -2.0219, 0.4604)
C (0.5367, -3.4224, -0.3581)
C (0.4539, -3.7113, -1.7239)
C (1.1221, -4.8041, -2.2541)
C (1.8845, -5.6217, -1.4314)
C (1.9782, -5.3458, -0.0752)
C (1.3084, -4.2530, 0.4559)
H (-6.0550, -2.6051, -0.1875)
H (-5.0366, -2.2729, 2.0456)
H (-2.6099, -1.9576, 2.2563)
H (-2.1951, -2.3405, -1.9954)
H (-4.6115, -2.6344, -2.2000)
H (-0.1535, -2.1655, 1.9169)
H (-0.1167, -3.0654, -2.3799)
H (1.0583, -5.0092, -3.3153)
H (2.4112, -6.4707, -1.8496)
H (2.5794, -5.9762, 0.5683)
H (1.4023, -4.0317, 1.5130)



(5)
This record from the Open Molecules 2025 dataset describes a molecular structure, C22H25N5 at a distorted geometry. The level of theory is the ωB97M-V functional and the def2-TZVPD basis.

For the HOMO energy, the calculation gives -7.142 eV. The value obtained for the frontier orbital gap is 7.61 eV. The total charge is 0.

Element x y z (Å)
N (1.3317, -0.6888, 0.5163)
C (1.1214, 0.2134, -0.5303)
C (-0.1487, -0.0526, -1.0206)
C (-0.7219, -1.0474, -0.2584)
C (0.1380, -1.3919, 0.7504)
H (2.1761, -0.7689, 1.0647)
H (1.9010, 0.8018, -0.9912)
H (-0.5583, 0.4182, -1.9020)
H (-1.7046, -1.4647, -0.4214)
H (0.1055, -2.0665, 1.5932)
N (1.1215, 3.0971, -2.8895)
C (1.1322, 2.0571, -2.0005)
C (0.2399, 2.3537, -1.0029)
C (-0.3646, 3.5431, -1.2454)
C (0.1953, 3.9678, -2.4542)
H (1.6274, 2.9980, -3.7580)
H (1.8005, 1.2307, -2.1923)
H (-0.0042, 1.6700, -0.2034)
H (-1.1079, 4.0026, -0.6108)
H (0.1867, 4.8905, -3.0154)
N (3.7182, -2.1904, 1.6678)
C (2.7052, -1.8433, 0.8767)
C (3.1555, -1.0136, -0.1704)
C (4.5263, -0.8367, 0.1051)
C (4.8255, -1.6464, 1.1573)
H (3.5963, -2.8501, 2.4228)
H (1.7122, -2.2301, 1.0522)
H (2.5872, -0.6866, -1.0286)
H (5.1593, -0.1691, -0.4605)
H (5.7436, -1.8738, 1.6787)
N (-3.1263, -0.3814, -1.5950)
C (-3.6109, 0.1427, -2.7311)
C (-3.2406, 1.3754, -3.1718)
C (-2.3084, 2.1228, -2.4404)
C (-1.8104, 1.6331, -1.2122)
C (-2.2226, 0.3681, -0.8779)
H (-4.4659, -0.3842, -3.1284)
H (-3.6568, 1.8181, -4.0647)
H (-2.0349, 3.1345, -2.7015)
H (-1.1223, 2.1790, -0.5837)
H (-1.8970, -0.0767, 0.0508)
N (-2.6584, -2.8570, 3.8937)
C (-2.1788, -3.1034, 2.6632)
C (-1.2036, -2.2796, 2.0734)
C (-0.6733, -1.1791, 2.7633)
C (-1.2274, -0.8180, 4.0060)
C (-2.1505, -1.6876, 4.5490)
H (-2.6075, -3.9789, 2.1985)
H (-0.7725, -2.4585, 1.0994)
H (0.1307, -0.6009, 2.3325)
H (-0.8917, 0.0153, 4.6054)
H (-2.4669, -1.4065, 5.5426)



(6)
This record from the Open Molecules 2025 dataset describes a molecular structure, C49H61CuGeN6O2S2Sb at a distorted geometry. The level of theory is the ωB97M-V functional and the def2-TZVPD basis.

For the HOMO energy (spin up / spin down), the calculation gives 0.416 / -0.992 eV. The value obtained for the frontier orbital gap (spin up / spin down) is 3.44 / 4.85 eV. Its expectation value of S² is 0.767. The total charge is -2. Its spin multiplicity is 2.

Element x y z (Å)
Cu (-2.4115, 0.6224, 0.1787)
N (-0.7813, 1.8333, 7.0812)
C (-1.6182, 1.7184, 5.9542)
C (-3.0000, 1.6589, 6.1073)
C (-3.8239, 1.5722, 4.9953)
C (-3.2752, 1.5588, 3.7264)
C (-1.8979, 1.6371, 3.5612)
C (-1.0749, 1.7096, 4.6708)
S (-4.3139, 1.4675, 2.2880)
O (-3.9381, 2.5868, 1.4590)
O (-5.6737, 1.3782, 2.7536)
N (-3.8167, 0.1466, 1.4976)
C (-4.0376, -1.0591, 2.0507)
N (-3.8090, -2.0844, 1.2229)
C (-4.1320, -3.2778, 1.6605)
C (-4.6491, -3.5273, 2.9239)
C (-4.7465, -2.4059, 3.7415)
N (-4.4447, -1.1860, 3.3327)
H (-1.1539, 1.3820, 7.9028)
H (0.1645, 1.5302, 6.9045)
H (-3.4270, 1.6693, 7.1045)
H (-4.8975, 1.4932, 5.0957)
H (-1.4715, 1.6284, 2.5645)
H (0.0005, 1.7602, 4.5411)
H (-3.9635, -4.0965, 0.9640)
H (-4.9153, -4.5210, 3.2554)
H (-5.0716, -2.4938, 4.7765)
C (-0.1279, -5.9330, 3.3996)
C (-0.1319, -5.8143, 1.8758)
C (1.1368, -6.4699, 1.3386)
C (-1.3424, -6.5791, 1.3404)
Sb (-0.5840, -3.6682, 1.4382)
C (-0.5054, -3.5749, -0.7735)
C (-1.9489, -3.8484, -1.2032)
C (-0.1465, -2.1402, -1.1848)
C (0.4375, -4.5487, -1.4661)
C (1.1723, -2.6165, 2.2797)
C (2.5125, -3.3291, 2.1732)
C (0.8025, -2.4246, 3.7531)
C (1.2716, -1.2338, 1.6436)
H (-0.1473, -6.9927, 3.6899)
H (-0.9963, -5.4474, 3.8514)
H (0.7689, -5.4921, 3.8365)
H (1.1932, -7.4997, 1.7208)
H (2.0430, -5.9578, 1.6529)
H (1.1482, -6.5295, 0.2539)
H (-1.2904, -7.6302, 1.6565)
H (-1.3821, -6.5657, 0.2507)
H (-2.2817, -6.1654, 1.7157)
H (-2.6319, -3.1109, -0.7766)
H (-2.2898, -4.8461, -0.9158)
H (-2.0190, -3.7740, -2.2952)
H (-0.7392, -1.3819, -0.6613)
H (-0.3378, -2.0026, -2.2548)
H (0.9133, -1.9276, -1.0141)
H (0.1069, -5.5831, -1.3658)
H (1.4609, -4.4735, -1.0931)
H (0.4590, -4.3172, -2.5388)
H (2.5318, -4.2530, 2.7518)
H (3.3035, -2.6790, 2.5712)
H (2.7718, -3.5635, 1.1388)
H (0.6851, -3.3676, 4.2882)
H (-0.1276, -1.8633, 3.8587)
H (1.5944, -1.8516, 4.2524)
H (1.7098, -1.2699, 0.6502)
H (1.9227, -0.6008, 2.2592)
H (0.3066, -0.7259, 1.5623)
C (3.9746, 0.7131, -0.7859)
C (2.6510, 0.4607, -1.5145)
C (1.6205, 1.5379, -1.3224)
N (0.4323, 1.2251, -0.7412)
H (4.6882, -0.1025, -0.9454)
H (3.8050, 0.8263, 0.2872)
H (4.4408, 1.6361, -1.1416)
H (2.2253, -0.4898, -1.1627)
H (2.8786, 0.3055, -2.5805)
S (-3.5115, 1.3203, -2.0263)
C (-2.3949, 0.6809, -3.1929)
N (-1.7145, 1.6244, -3.9602)
C (-0.8365, 1.2755, -4.9785)
C (-0.5676, -0.0438, -5.2123)
C (-1.1802, -1.0406, -4.4371)
C (-2.1112, -0.6379, -3.4278)
H (-1.8952, 2.5909, -3.7413)
H (-0.4038, 2.0913, -5.5383)
H (0.1223, -0.3013, -6.0078)
H (-0.9697, -2.0870, -4.6132)
H (-2.6215, -1.3702, -2.8164)
C (-0.5954, 0.9561, -0.2634)
Ge (1.8083, 3.2491, -2.0683)
C (0.1155, 4.1369, -2.4773)
C (-0.0689, 4.8225, -3.6784)
C (-1.2686, 5.4678, -3.9534)
C (-2.3035, 5.4313, -3.0276)
C (-2.1389, 4.7451, -1.8324)
C (-0.9349, 4.1103, -1.5584)
C (2.7595, 4.5152, -0.8609)
C (2.8629, 4.1732, 0.4861)
C (3.4395, 5.0399, 1.4065)
C (3.9313, 6.2694, 0.9915)
C (3.8348, 6.6302, -0.3462)
C (3.2477, 5.7607, -1.2565)
C (2.8757, 3.1148, -3.7167)
C (2.3838, 2.2807, -4.7245)
C (3.1472, 1.9856, -5.8451)
C (4.4271, 2.5108, -5.9739)
C (4.9330, 3.3371, -4.9818)
C (4.1607, 3.6323, -3.8628)
H (0.7243, 4.8332, -4.4187)
H (-1.3995, 5.9895, -4.8950)
H (-3.2463, 5.9186, -3.2464)
H (-2.9540, 4.6651, -1.1253)
H (-0.8453, 3.5440, -0.6404)
H (2.4869, 3.2045, 0.8004)
H (3.5049, 4.7554, 2.4506)
H (4.3824, 6.9470, 1.7070)
H (4.2096, 7.5926, -0.6771)
H (3.1632, 6.0658, -2.2952)
H (1.3957, 1.8412, -4.6224)
H (2.7456, 1.3329, -6.6112)
H (5.0350, 2.2608, -6.8360)
H (5.9323, 3.7476, -5.0743)
H (4.5733, 4.2688, -3.0881)



Computed ΔE to the lowest compared entry with this formula, charge and spin, in the same sequence as the records: 62.2; 0.0; 12.1; 0.0; 621.9; 1.9 kcal per mole.